Entry from OMol25: a cluster of 2 separate species, C7H16N in total (the ωB97M-V functional and the def2-TZVPD basis).

Each line ends with the natural charge from an NBO analysis.
Atoms and positions in Å:
H (1.066, -2.131, 0.997)  0.19
N (-0.677, 0.532, 1.752)  -0.70
C (-0.763, 1.758, -0.440)  -0.45
H (-1.848, 1.431, -0.440)  0.22
H (-0.234, -0.377, 1.691)  0.44
H (-0.080, -1.549, -2.741)  0.22
C (-0.346, -1.534, -0.573)  -0.05
C (1.134, 2.229, 1.321)  -0.67
H (0.776, -3.259, -0.390)  0.24
C (-0.754, -1.781, -2.022)  -0.66
H (1.744, 2.788, 0.458)  0.26
H (1.899, 1.881, 1.890)  0.24
H (-1.760, -1.254, -2.318)  0.22
H (-0.555, 0.921, 2.713)  0.46
H (-1.287, -1.332, 0.000)  0.18
C (0.135, 0.653, -0.638)  -0.24
H (-0.975, -2.845, -2.162)  0.23
C (0.060, 1.362, 0.698)  0.05
H (1.752, -1.872, -0.682)  0.24
H (1.056, 0.474, -1.199)  0.24
C (0.916, -2.272, -0.179)  -0.64
H (0.829, 3.153, 1.850)  0.24
H (-1.618, 0.322, 1.264)  0.46
H (-0.469, 2.702, -0.850)  0.26

energy above the lowest of the compared OMol25 structures with the same formula, charge and spin	470.8	kJ/mol
Kohn-Sham gap	9.39	eV
2S+1	1
charge	+1
largest force on an atom	5.76	eV Å⁻¹